62
Properties=species:S:1:pos:R:3:mulliken_charge:R:1 method="wB97M-V/def2-TZVPD" max_force_ev_per_a=3.32 gap_ha=0.2017 homo_energy_ev=-13.26 charge=+2
H -1.62 3.54 0.45 0.418
H -2.36 2.95 1.96 0.373
C -3.77 0.36 0.71 -1.190
H 2.81 -3.39 -2.38 0.488
C 3.88 -1.58 -2.88 -1.073
C -0.11 1.12 4.06 -1.115
C -1.18 2.23 -2.11 0.249
C 3.81 -0.21 -3.01 -0.765
H -3.29 1.99 -1.70 0.602
C 1.48 -3.41 0.85 -1.222
C 2.77 -2.31 -2.43 -0.496
H 1.76 4.37 -3.56 0.476
H 3.30 2.47 -3.16 0.509
H -3.85 0.21 1.78 0.411
C 0.92 -1.65 3.87 -1.324
C -0.35 4.32 -3.06 -1.079
H -0.87 1.87 3.78 0.292
H -2.73 -0.46 3.20 0.237
H 1.47 -3.47 1.94 0.292
Hf 0.06 0.09 0.45 0.261
H -2.44 0.45 -2.01 0.400
H -1.67 -3.30 1.56 0.240
C 2.07 0.33 1.31 -0.155
H -0.53 -2.21 -2.09 0.410
C 0.93 3.81 -3.13 -0.806
O 3.10 -0.10 1.80 -0.414
C -2.35 1.44 -1.54 -1.255
H 1.36 -4.41 0.41 0.474
H 0.60 -3.56 -1.75 0.636
H -0.29 0.82 5.10 0.337
H -1.91 -1.32 4.50 0.378
H -2.41 3.92 -2.57 0.449
H -2.14 -2.10 2.94 0.204
H 0.88 1.59 4.00 0.365
C 2.62 0.49 -2.66 0.942
P -2.23 1.20 0.31 0.787
H -3.80 -0.63 0.22 0.373
Si -0.21 -0.44 2.99 0.959
C 0.14 1.72 -2.16 0.507
C 1.58 -1.68 -2.07 -0.103
C -1.40 3.52 -2.58 -0.582
H 4.64 0.37 -3.43 0.471
P 0.13 -2.35 0.26 0.968
C -1.39 -3.31 0.51 -1.164
H 0.77 -2.69 3.57 0.400
C 2.47 1.88 -2.79 -1.089
H -2.21 -2.87 -0.07 0.365
H -3.39 3.32 0.53 0.448
H 4.80 -2.12 -3.14 0.411
N 0.47 0.48 -1.60 0.311
H 1.98 -1.40 3.73 0.367
C 1.54 -0.26 -2.12 0.758
H -0.54 5.34 -3.38 0.426
C -2.42 2.92 0.86 -1.366
C 1.21 2.48 -2.71 0.847
H 2.44 -2.98 0.54 0.345
H 0.69 -1.58 4.94 0.392
C 0.40 -2.50 -1.57 -1.456
H -1.22 -4.35 0.18 0.455
H -4.63 0.95 0.37 0.473
H 2.17 1.27 0.59 0.169
C -1.92 -1.15 3.42 -1.019

***

61
Properties=species:S:1:pos:R:3:mulliken_charge:R:1 method="wB97M-V/def2-TZVPD" max_force_ev_per_a=4.06 gap_ha="0.1246 / 0.1246" homo_energy_ev="-7.08 / -7.08" de_lowest_kcal_mol=30.7 charge=+1
C 3.55 -2.09 -2.66 -0.707
H -1.55 0.82 -2.53 0.380
Lu 0.77 0.38 0.20 1.020
C 0.99 -4.02 3.82 -0.887
H -4.16 1.76 -0.57 0.300
H -1.34 1.06 3.57 0.392
H 1.48 -2.30 5.03 0.385
C 1.13 -3.72 1.42 0.699
C -3.21 2.26 -0.38 -0.646
H 0.64 -5.59 2.38 0.416
C -2.29 1.32 0.40 -0.204
C 1.62 -1.85 2.93 0.804
H 4.01 -0.15 0.04 0.317
C 1.36 -2.69 4.01 -0.767
C 3.12 -3.38 -2.99 -0.907
C -0.44 0.53 3.90 -1.264
P 2.70 1.36 -1.35 0.804
C -2.50 2.61 -1.69 -0.625
H 2.01 -5.12 -2.33 0.422
H 0.79 -4.66 4.68 0.377
C 1.12 -4.29 0.07 -0.918
C 2.32 -4.10 -2.10 -0.846
C 1.42 -2.36 1.61 0.239
H 1.70 1.90 -3.46 0.364
C 3.16 -1.49 -1.46 0.531
C 2.62 1.39 -3.17 -1.261
C -1.32 1.64 -1.85 -0.214
C 2.21 -2.17 -0.64 0.095
C 3.83 2.73 -0.96 -1.389
N 1.60 -1.55 0.47 0.349
H 3.48 1.94 -3.57 0.391
H 4.22 -1.56 -3.33 0.447
C 3.76 -0.15 -1.04 -1.497
H -0.20 0.83 4.93 0.386
C 1.69 2.39 3.58 -1.324
H -0.65 -0.55 3.89 0.365
H -2.76 0.35 0.63 0.371
C 0.89 -4.54 2.54 -0.814
H 4.37 2.53 -0.03 0.374
H 4.69 0.04 -1.59 0.581
H 3.05 -0.26 2.56 0.291
H -0.39 2.14 -2.14 0.066
H -2.12 3.63 -1.66 0.305
O -1.11 1.04 -0.48 -0.598
H 1.76 2.25 4.67 0.450
H 2.69 2.58 3.17 0.343
H 3.22 3.64 -0.82 0.378
H -0.94 -4.69 -0.73 0.197
H 4.54 2.89 -1.78 0.439
C 1.90 -3.52 -0.90 0.823
H -1.90 1.77 1.33 0.136
H 1.44 -5.34 0.08 0.566
C 2.14 -0.44 3.16 -1.402
H 3.41 -3.82 -3.94 0.375
H -3.42 3.15 0.21 0.299
H -0.20 -4.49 -0.42 -0.571
H -3.17 2.53 -2.55 0.338
H 2.40 -0.31 4.22 0.551
H 1.07 3.27 3.37 0.381
H 2.61 0.38 -3.59 0.359
P 0.94 0.94 2.78 0.736

***

61
Properties=species:S:1:pos:R:3:mulliken_charge:R:1 method="wB97M-V/def2-TZVPD" smiles=COc1ccc(CCN(C)C[C@H](O)COc2c(C)ccc(C)c2C)cc1OC max_force_ev_per_a=0.63 gap_ha=0.3119 homo_energy_ev=-7.78 de_lowest_kcal_mol=4.3
O 1.39 -0.39 -0.54 0.213
C -2.67 0.60 -0.36 -0.373
C -1.71 3.29 -1.75 -0.903
H 0.75 2.99 1.18 0.425
H -2.46 -2.01 -1.45 0.408
H -2.10 0.39 4.65 0.373
H 2.98 -3.43 2.42 0.466
O 0.76 3.10 0.22 -0.685
H 3.37 -1.90 -3.18 0.465
C 3.29 -1.77 -1.05 0.624
C 3.07 -2.96 1.45 -0.919
C 2.16 -1.97 1.11 1.375
H -3.81 -0.12 4.46 0.398
C -3.11 1.46 2.22 -0.645
H 4.77 -4.11 0.89 0.333
H -0.82 -1.38 -1.09 0.000
C 5.27 -3.20 -1.61 -1.500
C -1.17 2.01 -3.72 -1.230
C 2.29 -1.37 -0.15 -0.171
H -1.17 3.67 -0.89 0.429
H -0.36 1.37 -0.02 -0.573
C 1.73 0.91 -0.09 -1.304
H 0.97 2.97 -2.18 0.195
C -1.64 -2.00 -0.72 -0.597
H -3.56 3.36 1.36 0.354
O -2.51 -0.78 2.98 -0.391
C 3.38 -1.14 -2.40 -1.558
H 0.76 -2.42 2.65 0.456
C -3.05 1.93 -0.14 0.540
H -3.30 1.82 3.23 0.437
H -0.76 1.06 -4.05 0.292
H 0.21 -1.18 1.52 0.126
C 0.56 1.85 -0.40 1.623
H 2.54 -0.47 -2.56 -0.015
H -3.67 3.78 -1.01 0.477
H 0.83 1.21 -2.42 0.074
H 1.93 0.90 0.99 0.476
H -3.65 2.41 -2.13 0.330
H 5.89 -2.36 -1.90 0.324
H -2.24 2.02 -3.95 0.344
H 4.85 -3.63 -2.51 0.323
H -1.79 4.10 -2.49 0.462
H 5.91 -3.95 -1.13 0.376
C -3.27 2.34 1.16 -1.082
H 2.65 1.26 -0.59 0.191
C -3.13 2.88 -1.30 -1.284
C -2.72 0.16 2.01 0.798
H 1.43 -0.79 2.74 0.357
H -1.28 -3.02 -0.58 0.276
H -2.56 -1.31 4.90 0.244
H 4.30 -0.57 -2.50 0.368
C 0.40 2.07 -1.90 -0.876
C 4.19 -2.77 -0.67 1.359
C 1.08 -1.57 2.06 -1.760
C -2.76 -0.42 4.31 -1.048
O -2.07 -1.57 0.55 -0.493
H -2.48 0.29 -1.38 0.249
C -2.48 -0.28 0.68 0.979
N -1.00 2.14 -2.29 0.640
C 4.07 -3.35 0.59 -1.130
H -0.69 2.82 -4.29 0.358

***

64
Properties=species:S:1:pos:R:3:mulliken_charge:R:1 method="wB97M-V/def2-TZVPD" max_force_ev_per_a=6.36 gap_ha=0.0756 homo_energy_ev=-11.50 charge=+1
H -2.36 -1.65 -0.45 0.179
C -3.35 2.45 -1.84 -0.754
H -4.38 0.41 -1.44 0.409
C 2.56 -4.72 2.06 -0.630
H 5.89 1.03 -1.11 0.361
H 3.09 -5.74 1.99 0.271
H -3.55 4.29 1.03 0.267
C -3.40 0.95 -1.19 -0.712
O 4.46 3.28 -1.02 -0.491
C 2.78 1.39 -0.87 -0.788
O 1.79 -0.73 -2.87 -0.505
H -0.66 -3.06 -0.20 -0.077
O 6.13 -0.41 1.01 -0.396
C 3.76 -0.91 0.14 0.740
H -1.22 0.49 -1.09 -0.081
C 4.21 2.08 -1.25 0.510
H -4.78 7.01 0.86 0.246
H 2.28 1.90 0.02 0.403
H -3.08 7.84 0.64 0.307
H -0.85 -3.19 4.08 0.344
C -2.09 0.16 -1.76 -0.256
C 1.93 -1.11 -1.69 0.018
H -2.10 2.79 0.07 0.262
C 3.72 -2.53 0.08 -0.268
C -3.44 5.92 -0.55 -0.395
H 0.71 -4.61 0.82 0.351
C -3.64 6.84 0.78 -0.976
C -3.67 4.38 -0.10 -0.641
C -0.04 -2.95 3.31 -0.720
O 4.39 0.74 1.96 -0.459
H -3.25 -1.72 -2.08 0.374
C -0.11 -3.05 -1.22 -0.564
H -2.77 2.39 -2.83 0.327
C 2.87 -0.19 -0.75 0.610
H -4.20 6.26 -1.35 0.243
H -4.73 4.01 -0.35 0.343
H -0.33 -3.34 2.26 0.303
O 1.55 -4.86 3.08 -0.401
H -3.29 6.32 1.73 0.290
C 1.84 -4.48 0.64 -0.471
H -1.61 -3.12 -2.86 0.368
H -0.53 -1.66 -3.06 0.401
H -0.06 -4.16 -1.54 0.426
C -2.58 3.40 -0.78 -0.581
H -2.35 6.06 -0.87 0.301
C -1.06 -2.29 -2.27 -0.725
H -1.95 0.41 -2.87 0.378
C 4.76 -0.13 1.10 0.232
H 3.37 -3.96 2.34 0.442
C 1.35 -2.43 -1.02 0.344
O 4.73 -3.26 0.20 -0.498
H 1.29 -3.83 4.98 0.353
O 5.20 1.19 -1.81 -0.460
Zn -1.61 -1.05 4.15 0.305
C 1.35 -3.64 3.83 -0.232
H 2.11 1.61 -1.79 0.350
H -3.36 0.99 -0.03 0.272
H -4.41 2.79 -2.10 0.432
H 2.16 -2.85 3.69 0.201
H 0.14 -1.82 3.20 0.181
C 2.23 -3.14 -0.12 0.738
C -2.25 -1.43 -1.57 -0.545
H 2.14 -5.35 -0.06 0.395
H -1.74 3.99 -1.28 0.347